{
  "formula": "C27H29F6NO4PS2Yb",
  "method": "ωB97M-V/def2-TZVPD",
  "spin_multiplicity": 2,
  "mol_weight_g_mol": 813.7,
  "homo_lumo_gap_ha": [0.2349, 0.1788],
  "relative_energy_kcal_mol": 0.00,
  "total_energy_ev": -116939.66117,
  "largest_force_ev_per_a": 5.69,
  "s2": 0.7577,
  "e_homo_ev": [-6.03, -5.95],
  "elements": ["Yb", "C", "C", "C", "C", "C", "C", "C", "P", "C", "C", "C", "C", "C", "C", "C", "C", "C", "C", "C", "C", "C", "C", "H", "H", "H", "H", "H", "H", "H", "H", "H", "H", "H", "H", "H", "H", "H", "H", "H", "H", "H", "H", "C", "C", "C", "C", "H", "H", "H", "H", "H", "H", "H", "H", "H", "F", "C", "F", "F", "S", "O", "O", "N", "S", "O", "O", "C", "F", "F", "F"],
  "coordinates": [[-6.579285, -12.727805, -7.104720], [-12.423869, -14.530330, -6.825263], [-11.693527, -14.660123, -5.508519], [-12.485265, -14.980897, -4.410228], [-11.959470, -15.264739, -3.170094], [-10.597271, -15.185500, -2.956148], [-9.772435, -14.878447, -4.015517], [-10.309883, -14.547183, -5.282565], [-9.032503, -14.326068, -6.536124], [-9.765704, -13.491602, -7.974040], [-10.178759, -12.152963, -7.727311], [-10.896612, -11.445316, -8.664630], [-11.174712, -12.052881, -9.874475], [-10.712110, -13.332837, -10.154390], [-9.984630, -14.089601, -9.236126], [-9.557144, -15.455050, -9.693321], [-8.364398, -15.975155, -6.856440], [-9.275714, -17.014841, -6.810713], [-8.806448, -18.319805, -6.852167], [-7.475546, -18.631452, -7.053084], [-6.553866, -17.625361, -7.205882], [-6.955195, -16.267891, -7.087325], [-5.966796, -15.301555, -7.178591], [-13.446421, -14.911737, -6.697820], [-11.917715, -15.080150, -7.635859], [-12.529950, -13.477540, -7.143685], [-13.569903, -15.029698, -4.567279], [-12.619340, -15.562882, -2.344082], [-10.181239, -15.372362, -1.962981], [-8.690226, -14.889033, -3.921896], [-9.901045, -11.706746, -6.767619], [-11.218907, -10.420539, -8.484969], [-11.765796, -11.529901, -10.627497], [-10.933061, -13.756867, -11.138530], [-9.717372, -15.529522, -10.775866], [-10.103254, -16.294522, -9.238756], [-8.492179, -15.656521, -9.546349], [-10.351967, -16.813089, -6.719089], [-9.525398, -19.150727, -6.725183], [-7.172055, -19.682316, -7.060139], [-5.497506, -17.805721, -7.437408], [-5.344714, -15.147457, -8.081542], [-5.497294, -14.908149, -6.260329], [-6.679083, -10.870009, -11.644575], [-6.703586, -10.910537, -10.113893], [-7.917173, -10.096876, -9.628507], [-6.628143, -12.333743, -9.784617], [-6.721506, -9.840071, -12.023474], [-7.540691, -11.390239, -12.076220], [-5.791045, -11.337284, -12.063755], [-5.783268, -10.402884, -9.768929], [-8.834930, -10.385534, -10.147131], [-7.807638, -9.011971, -9.845423], [-8.096505, -10.194369, -8.548840], [-5.650031, -12.809783, -9.819365], [-7.527601, -12.924761, -9.621540], [-7.448423, -12.520663, -1.827729], [-7.872486, -11.709213, -2.815069], [-7.798978, -10.415750, -2.448623], [-9.151611, -12.025318, -3.148106], [-6.803243, -12.012035, -4.324487], [-6.664074, -13.447149, -4.526620], [-7.563241, -11.444609, -5.462923], [-5.413522, -11.309115, -3.995241], [-4.457073, -10.996405, -5.271873], [-4.535885, -12.075380, -6.278075], [-3.151056, -10.596780, -4.838726], [-5.355114, -9.515455, -6.141109], [-6.074151, -10.011235, -7.230014], [-6.185412, -8.831710, -5.327416], [-4.411104, -8.674316, -6.593399]],
  "forces_ev_per_a": [[-0.508, -1.762, -1.022], [0.068, 0.359, -0.256], [0.020, 0.136, 0.283], [-0.729, -0.091, -0.104], [-0.557, 0.005, 0.776], [0.430, -0.238, 0.400], [-0.158, 0.546, -0.747], [-0.221, -1.046, -0.018], [1.646, 1.003, 0.026], [-0.468, -0.347, -0.338], [0.637, -0.910, 0.346], [-0.086, 0.296, -0.091], [-0.350, -0.057, -0.498], [-0.051, 0.235, -0.380], [-0.430, 0.674, -0.015], [0.265, -0.523, -0.342], [0.636, -0.776, -0.484], [0.080, -0.674, 0.318], [-1.464, -1.026, 0.080], [0.105, -0.617, 0.012], [-0.353, 0.796, -0.290], [-2.422, -2.072, 0.370], [2.045, 5.265, -0.694], [0.363, -0.040, -0.146], [-0.283, 0.204, 0.296], [0.205, -0.391, 0.039], [0.423, -0.112, 0.154], [0.250, 0.244, -0.406], [-0.091, -0.085, -0.372], [-0.088, 0.113, 0.174], [-0.221, -0.112, -0.192], [0.073, -0.240, 0.080], [0.188, -0.086, 0.173], [0.087, 0.083, 0.327], [-0.086, 0.061, 0.196], [0.113, 0.385, 0.064], [-0.108, 0.086, 0.256], [0.492, -0.196, 0.132], [0.410, 0.543, -0.152], [-0.076, 0.332, -0.088], [-0.481, -0.011, 0.305], [0.027, -0.953, 0.556], [0.002, -0.559, -0.234], [-0.097, 0.482, -0.928], [0.106, 1.218, -0.552], [-0.113, 0.281, 0.146], [-0.023, -0.360, 1.189], [0.071, -0.096, 0.161], [0.008, -0.008, 0.216], [0.140, -0.036, 0.071], [-0.272, -0.190, -0.077], [0.111, -0.273, 0.085], [0.271, -0.654, 0.133], [0.014, 0.005, -0.264], [-0.260, -0.212, -0.163], [0.073, -0.118, -0.284], [-0.478, 0.912, -0.759], [-0.336, -0.026, 0.276], [-0.154, -1.263, -0.196], [1.608, 0.472, 0.440], [0.148, -1.029, -0.769], [0.013, 0.865, 0.837], [0.396, 0.896, 1.428], [-0.229, 0.488, -0.923], [-0.432, -0.714, 1.016], [0.272, 1.256, 0.633], [-1.259, 0.088, -0.477], [0.126, 0.383, -0.202], [0.987, 0.889, 1.371], [0.869, -0.995, -1.012], [-0.896, -0.701, 0.113]],
  "mulliken_charge": [0.64, -1.04, 1.16, -0.76, -0.85, -0.73, -1.34, 0.96, 1.62, 1.59, -0.85, -0.89, -0.87, -0.90, 0.63, -1.41, 0.29, -0.61, -0.73, -0.67, -0.52, 0.60, -2.05, 0.51, 0.04, 0.22, 0.36, 0.34, 0.43, 0.53, 0.38, 0.37, 0.37, 0.36, 0.51, 0.24, 0.21, 0.31, 0.36, 0.36, 0.47, 0.42, 0.41, -1.59, 1.33, -1.32, -1.73, 0.40, 0.36, 0.43, 0.19, 0.36, 0.45, 0.19, 0.52, 0.61, -0.20, 0.45, -0.21, -0.15, 1.31, -0.52, -0.59, -0.68, 1.01, -0.61, -0.63, 0.76, -0.18, -0.20, -0.22]
}

{
  "formula": "C27H29InN7S4",
  "method": "ωB97M-V/def2-TZVPD",
  "total_charge": -1,
  "mol_weight_g_mol": 694.7,
  "homo_lumo_gap_ha": 0.2630,
  "relative_energy_kcal_mol": 15.65,
  "total_energy_ev": -87419.68348,
  "largest_force_ev_per_a": 0.51,
  "e_homo_ev": -4.85,
  "elements": ["In", "S", "C", "N", "C", "C", "C", "C", "C", "C", "S", "H", "H", "H", "H", "C", "N", "C", "C", "C", "C", "C", "C", "C", "C", "H", "H", "H", "H", "H", "H", "H", "H", "H", "H", "H", "H", "S", "C", "S", "C", "C", "N", "C", "N", "C", "C", "N", "C", "N", "C", "C", "C", "N", "C", "H", "H", "H", "H", "H", "H", "H", "H", "H", "H", "H", "H", "H"],
  "coordinates": [[0.137666, 0.348258, -0.107488], [0.037674, -2.012832, 0.937748], [1.413691, -1.867317, 1.965946], [2.319230, -0.949404, 1.900897], [3.268256, -1.095777, 2.894762], [4.352864, -0.244228, 3.094619], [5.228292, -0.506101, 4.132263], [5.039721, -1.604426, 4.975248], [3.963792, -2.457302, 4.792306], [3.082043, -2.192426, 3.751866], [1.645506, -3.042296, 3.274682], [4.483606, 0.607488, 2.439725], [6.072455, 0.151911, 4.295091], [5.739165, -1.791343, 5.779975], [3.811909, -3.308156, 5.443848], [-0.970822, 0.443978, 3.188496], [-1.570635, 1.111871, 2.035007], [-3.013239, 0.944841, 2.085222], [-1.226108, 2.531969, 2.037353], [0.253452, 2.786177, 1.874956], [0.828689, 3.876181, 2.522452], [2.162517, 4.192810, 2.315437], [2.925544, 3.410920, 1.458248], [2.351778, 2.314324, 0.826831], [1.014452, 1.985388, 1.030930], [-1.358602, 0.870884, 4.127798], [0.110959, 0.562282, 3.168479], [-1.204820, -0.618887, 3.158353], [-3.423321, 1.272777, 3.054163], [-3.267848, -0.106389, 1.940563], [-3.488599, 1.537074, 1.302733], [-1.583465, 3.012263, 2.964795], [-1.756337, 3.001580, 1.201354], [0.225585, 4.483574, 3.190817], [2.603091, 5.044223, 2.820094], [3.966675, 3.655378, 1.281741], [2.956963, 1.706367, 0.162908], [1.710108, 0.047340, -2.089371], [0.785379, 1.294238, -2.897692], [-0.453491, 2.127393, -2.049675], [1.076968, 1.586843, -4.223304], [2.070253, 0.871284, -4.953166], [2.856148, 0.293129, -5.569033], [0.358896, 2.583211, -4.946699], [-0.204826, 3.392694, -5.544361], [-1.532632, -3.586162, -4.181597], [-0.279645, -2.946790, -3.623628], [-0.605860, -2.272905, -2.381958], [-1.744032, -1.547318, -2.197986], [-1.781819, -0.657356, -1.250391], [-2.999442, 0.126504, -1.098328], [-4.235385, -0.677814, -1.450764], [-4.066965, -1.148445, -2.878724], [-2.811457, -1.864437, -3.011425], [-2.597543, -2.514572, -4.293900], [-1.877932, -4.372969, -3.507009], [-1.336687, -4.025893, -5.160110], [0.145156, -2.245677, -4.352837], [0.481234, -3.696965, -3.407592], [0.188927, -1.864210, -1.908672], [-2.945007, 1.016205, -1.734849], [-3.045313, 0.477951, -0.068481], [-5.139013, -0.073070, -1.358612], [-4.323082, -1.540128, -0.784325], [-4.096305, -0.285996, -3.558316], [-4.870325, -1.828621, -3.175859], [-2.306082, -1.778483, -5.056039], [-3.551999, -2.944616, -4.605513]],
  "forces_ev_per_a": [[-0.074, -0.006, -0.157], [0.009, 0.144, -0.085], [0.030, -0.124, 0.145], [-0.008, 0.068, -0.076], [-0.007, -0.019, 0.037], [0.031, 0.015, 0.007], [0.004, 0.016, -0.012], [-0.024, -0.025, -0.010], [0.024, 0.026, -0.015], [-0.011, -0.017, 0.012], [-0.014, 0.070, -0.061], [-0.016, -0.007, 0.001], [0.006, -0.003, 0.006], [0.003, 0.002, 0.006], [0.009, 0.000, 0.013], [-0.038, -0.041, 0.011], [0.017, 0.018, 0.004], [-0.040, 0.086, 0.241], [-0.006, 0.047, 0.013], [0.024, 0.088, -0.025], [-0.002, 0.003, 0.016], [0.003, -0.012, 0.007], [-0.018, -0.013, -0.019], [0.028, 0.033, 0.116], [-0.067, -0.287, 0.026], [0.030, 0.023, -0.014], [0.023, -0.024, -0.017], [0.003, -0.006, -0.013], [0.015, 0.005, 0.014], [-0.020, 0.000, 0.040], [-0.013, 0.042, 0.166], [-0.016, -0.005, -0.018], [-0.026, -0.017, 0.005], [-0.004, 0.003, 0.000], [0.003, 0.000, -0.001], [0.008, 0.002, 0.003], [-0.004, -0.009, -0.010], [0.010, 0.041, 0.120], [-0.047, -0.010, -0.083], [0.034, 0.041, -0.091], [-0.009, -0.049, -0.110], [-0.040, 0.018, 0.046], [0.010, -0.011, -0.018], [0.049, 0.034, 0.106], [-0.026, -0.030, -0.049], [-0.009, 0.013, 0.020], [0.011, 0.007, -0.043], [-0.072, -0.035, 0.111], [0.024, 0.030, -0.180], [0.060, 0.021, 0.196], [0.016, 0.021, 0.122], [0.052, 0.009, -0.031], [-0.017, 0.026, -0.018], [0.003, -0.010, 0.078], [0.024, -0.003, -0.035], [0.003, -0.015, -0.013], [0.005, 0.007, -0.002], [0.015, -0.002, 0.009], [0.004, 0.014, -0.003], [0.023, -0.008, -0.018], [0.012, 0.022, -0.025], [0.053, -0.202, -0.462], [-0.006, 0.007, 0.003], [-0.028, 0.002, 0.010], [-0.002, -0.011, -0.011], [0.008, -0.007, 0.004], [-0.022, 0.005, -0.002], [0.000, -0.002, 0.015]],
  "mulliken_charge": [0.52, -0.43, 0.52, -0.06, -0.47, -0.41, -0.58, -0.39, -0.59, 0.82, -0.29, 0.39, 0.38, 0.35, 0.36, -1.39, 0.73, -1.63, -1.05, 1.22, -0.90, -0.71, -0.71, -0.99, 0.27, 0.38, 0.32, 0.38, 0.39, 0.32, 0.47, 0.34, 0.37, 0.37, 0.35, 0.45, 0.51, -0.50, 1.18, -0.40, 0.28, -0.08, -0.61, -0.06, -0.60, -0.68, -0.62, 0.18, -0.11, 0.25, 0.18, -0.71, -0.73, 0.16, -0.65, 0.30, 0.38, 0.30, 0.39, -0.08, 0.39, -0.90, 0.41, 0.32, 0.31, 0.41, 0.31, 0.35]
}